Entry 1:
C35H41N7O3S2SiTi as an isolated structure. Source: OMol25; level of theory: the ωB97M-V functional and the def2-TZVPD basis.

```
90
C35H41N7O3S2SiTi | OMol25 | the ωB97M-V functional and the def2-TZVPD basis
Ti -0.050 -0.726 -0.249
O 0.064 -2.405 0.953
C -0.427 -2.676 2.117
C 0.057 -3.795 2.836
C -0.443 -4.150 4.070
C -1.472 -3.410 4.654
C -1.965 -2.316 3.967
C -1.475 -1.917 2.721
C -2.079 -0.738 2.120
N -1.667 -0.132 1.070
N -2.389 1.022 0.721
C -3.376 0.783 -0.122
O -3.786 -0.305 -0.587
C -4.027 2.062 -0.626
C -3.749 3.316 -0.086
C -4.322 4.459 -0.625
C -5.184 4.366 -1.712
C -5.476 3.118 -2.246
C -4.904 1.975 -1.702
H 0.860 -4.362 2.379
H -0.028 -5.010 4.587
H -1.871 -3.682 5.624
H -2.764 -1.723 4.404
H -2.960 -0.338 2.625
H -3.073 3.369 0.756
H -4.092 5.430 -0.199
H -5.623 5.261 -2.140
H -6.147 3.036 -3.094
H -5.105 0.987 -2.098
C -0.165 2.928 -0.868
C -0.774 2.062 -1.906
N -0.821 0.764 -1.833
C -1.569 0.228 -2.858
C -2.083 1.129 -3.727
S -1.615 2.703 -3.259
C -1.796 -1.211 -2.852
C -2.324 -1.963 -3.847
S -2.492 -3.578 -3.312
C -1.821 -3.148 -1.781
N -1.482 -1.898 -1.700
C -1.709 -4.144 -0.679
H 0.563 2.338 -0.313
H -0.941 3.235 -0.165
H 0.310 3.808 -1.306
H -2.712 0.947 -4.581
H -2.600 -1.655 -4.840
H -1.981 -5.141 -1.027
H -2.369 -3.854 0.140
H -0.700 -4.141 -0.268
C 3.126 -1.292 1.644
Si 2.212 0.297 1.039
C 1.964 1.267 2.742
C 1.200 0.307 3.663
C 1.072 2.492 2.531
C 3.235 1.698 3.473
C 3.687 1.197 0.063
C 3.665 0.643 -1.366
C 3.529 2.716 -0.033
C 5.078 0.917 0.644
H 2.409 -1.978 2.099
H 3.935 -1.104 2.361
H 3.556 -1.817 0.784
H 0.290 -0.058 3.183
H 0.906 0.822 4.591
H 1.799 -0.564 3.940
H 0.115 2.198 2.090
H 1.530 3.237 1.873
H 0.856 2.983 3.494
H 3.928 0.864 3.610
H 2.988 2.086 4.475
H 3.769 2.491 2.943
H 2.728 0.873 -1.879
H 3.770 -0.445 -1.382
H 4.490 1.073 -1.956
H 2.573 3.002 -0.471
H 4.317 3.132 -0.680
H 3.611 3.208 0.939
H 5.301 -0.152 0.665
H 5.188 1.298 1.661
H 5.850 1.401 0.024
N 1.560 -3.614 -2.454
C 1.411 -2.273 -2.719
O 1.319 -1.498 -1.751
C 1.403 -1.855 -4.081
C 1.429 -2.814 -5.116
N 1.467 -3.635 -5.933
C 1.324 -0.486 -4.425
N 1.276 0.627 -4.734
H 1.326 -3.868 -1.507
H 1.366 -4.283 -3.181
```

## Properties
Expectation value of S²: 2.010
Spin multiplicity: 3
Charge: -2
Energy: -106202.0246 eV
LUMO level (spin up / spin down): 4.06 / 4.05 eV
Relative energy (zero: lowest compared OMol25 entry of this formula, charge and spin): 0.0000 eV
Gap between HOMO and LUMO (spin up / spin down): 0.1579 / 0.1968 Ha

***

Entry 2:
C2H7IN3S as an isolated structure in a non-equilibrium geometry. Source: OMol25; level of theory: the ωB97M-V functional and the def2-TZVPD basis.

```
14
C2H7IN3S | OMol25 | the ωB97M-V functional and the def2-TZVPD basis
C 0.308 2.161 -0.148
C 0.371 -0.667 -0.262
N -0.969 -0.689 -0.067
N -1.747 0.127 -0.644
N 0.779 -1.937 0.471
S 1.157 0.793 0.631
I -3.708 0.043 -0.084
H 0.412 2.894 0.689
H -0.719 1.705 -0.478
H 0.716 2.714 -1.023
H 0.836 -0.715 -1.280
H 0.051 -2.017 1.229
H 1.688 -1.559 0.931
H 0.824 -2.854 0.036
```

## Properties
Charge: +1
Energy: -25583.5561 eV
LUMO level: -4.66 eV
Relative energy (zero: lowest compared OMol25 entry of this formula, charge and spin): 0.8164 eV
Gap between HOMO and LUMO: 0.3111 Ha

***

Entry 3:
One molecule with the formula C9H14N2OS in a non-equilibrium geometry. Source: OMol25; level of theory: the ωB97M-V functional and the def2-TZVPD basis.

```
27
C9H14N2OS | OMol25 | the ωB97M-V functional and the def2-TZVPD basis
C -2.630 0.587 -1.176
C 1.821 2.109 -1.903
C 1.395 2.014 -0.490
C -1.029 0.164 1.968
C 0.185 1.827 0.034
C -1.761 -0.514 0.739
C -0.784 -0.547 -0.425
C -2.339 -1.859 1.215
C 0.422 -1.108 -0.494
N -2.781 0.310 0.214
N -1.419 -0.040 -1.577
O -3.268 1.297 -1.949
S -0.190 1.798 1.761
H 2.091 3.141 -2.021
H 1.035 1.684 -2.558
H 2.254 2.210 0.078
H -1.753 0.427 2.807
H -0.289 -0.536 2.277
H -0.588 1.597 -0.692
H -1.436 -2.562 1.383
H -3.053 -2.210 0.350
H -2.916 -1.592 2.176
H 2.652 1.582 -2.215
H 0.970 -1.205 -1.418
H 1.012 -1.698 0.255
H -3.480 0.656 0.762
H -0.853 0.219 -2.354
```

## Properties
SMILES: C=C1NC(=O)N[C@]1(C)CS/C=C/C
Energy: -25421.1310 eV
LUMO level: 0.66 eV
Relative energy (zero: lowest compared OMol25 entry of this formula, charge and spin): 3.2192 eV
Gap between HOMO and LUMO: 0.3262 Ha

***

Entry 4:
One molecule with the formula C24H28FN3O2. Source: OMol25; level of theory: the ωB97M-V functional and the def2-TZVPD basis.

```
58
C24H28FN3O2 | OMol25 | the ωB97M-V functional and the def2-TZVPD basis
C 1.544 3.499 1.126
C 0.530 2.532 0.603
N -0.575 2.456 1.256
C -1.556 1.610 0.825
C -2.748 1.502 1.552
C -3.747 0.664 1.124
C -3.592 -0.086 -0.051
C -2.417 -0.002 -0.774
C -1.397 0.841 -0.339
C -0.147 0.937 -1.082
O 0.098 0.332 -2.108
N 0.800 1.803 -0.525
C 2.075 1.848 -1.225
H 1.850 1.920 -2.294
H 2.637 2.728 -0.919
C 2.898 0.574 -0.993
C 4.191 0.612 -1.806
C 4.971 -0.678 -1.571
C 5.216 -0.886 -0.069
N 4.027 -0.817 0.751
C 3.263 0.377 0.487
H 2.362 0.358 1.106
H 3.882 1.229 0.806
C 3.308 -2.039 1.060
C 4.115 -2.854 2.077
H 4.440 -2.211 2.891
H 3.503 -3.655 2.483
H 4.994 -3.298 1.616
C 2.920 -2.933 -0.126
H 2.344 -3.781 0.238
H 3.805 -3.315 -0.629
H 2.308 -2.394 -0.845
H 2.382 -1.720 1.556
H 5.708 -1.843 0.100
H 5.894 -0.095 0.281
H 5.933 -0.635 -2.086
H 4.407 -1.515 -1.980
H 3.968 0.730 -2.869
H 4.794 1.469 -1.489
H 2.296 -0.273 -1.330
H -2.278 -0.587 -1.670
O -4.536 -0.984 -0.477
C -5.868 -0.712 -0.335
C -6.722 -1.805 -0.207
C -8.087 -1.616 -0.120
C -8.587 -0.326 -0.159
C -7.758 0.771 -0.297
C -6.393 0.576 -0.390
H -5.734 1.423 -0.516
H -8.181 1.763 -0.338
F -9.920 -0.135 -0.064
H -8.761 -2.451 -0.019
H -6.298 -2.796 -0.183
H -4.659 0.567 1.696
H -2.856 2.083 2.454
H 2.477 3.001 1.379
H 1.130 3.955 2.021
H 1.746 4.281 0.395
```

## Properties
SMILES: Cc1nc2ccc(Oc3ccc(F)cc3)cc2c(=O)n1C[C@H]1CCCN(C(C)C)C1
Energy: -36626.3404 eV
LUMO level: 0.46 eV
Relative energy (zero: lowest compared OMol25 entry of this formula, charge and spin): 0.1863 eV
Gap between HOMO and LUMO: 0.3116 Ha

***

Entry 5:
H20KrO10 as an isolated structure. Source: OMol25; level of theory: the ωB97M-V functional and the def2-TZVPD basis.

```
31
H20KrO10 | OMol25 | the ωB97M-V functional and the def2-TZVPD basis
Kr 0.107 0.651 0.252
O 1.500 -1.588 2.376
H 1.065 -0.778 2.641
H 0.783 -2.196 2.194
O -0.397 3.875 -1.876
H 0.346 3.920 -1.275
H -0.076 4.276 -2.684
O 2.044 3.271 -0.411
H 2.497 2.930 0.361
H 2.680 3.181 -1.121
O 1.624 0.619 -2.751
H 1.158 0.965 -3.512
H 1.426 1.237 -2.047
O -2.048 -1.645 -0.239
H -2.786 -2.109 -0.633
H -1.443 -1.495 -0.965
O -3.870 0.746 0.147
H -2.997 0.359 0.093
H -3.716 1.690 0.127
O -0.700 -1.249 -2.713
H 0.121 -0.849 -2.425
H -0.986 -0.707 -3.448
O -0.364 -0.295 4.011
H -1.027 -0.928 3.734
H -0.866 0.426 4.392
O -0.647 -3.225 1.860
H -1.543 -3.434 2.125
H -0.747 -2.708 1.061
O 3.305 -1.476 0.235
H 2.978 -2.168 -0.339
H 2.578 -1.295 0.831
```

## Properties
Energy: -95729.8390 eV
LUMO level: -0.01 eV
Relative energy (zero: lowest compared OMol25 entry of this formula, charge and spin): 0.5524 eV
Gap between HOMO and LUMO: 0.3847 Ha

***

Entry 6:
A 2-piece molecular cluster, C4H10O overall in a non-equilibrium geometry. Source: OMol25; level of theory: the ωB97M-V functional and the def2-TZVPD basis.

```
15
C4H10O | OMol25 | the ωB97M-V functional and the def2-TZVPD basis
C -5.596 0.496 0.526
O -4.250 0.886 0.003
H -5.374 -0.186 1.335
H -5.964 1.476 0.804
H -6.163 0.081 -0.301
H -4.010 0.157 -0.590
C 4.252 -1.353 -0.845
C 3.563 -0.091 -0.500
C 3.275 0.183 0.856
H 3.871 -2.318 -0.516
H 4.349 -1.340 -1.934
H 5.330 -1.322 -0.622
H 2.840 0.343 -1.191
H 2.460 0.871 1.081
H 3.393 -0.566 1.640
```

## Properties
Expectation value of S²: 0.753
Spin multiplicity: 2
Charge: +1
Energy: -6345.8371 eV
LUMO level (spin up / spin down): -6.40 / -9.45 eV
Relative energy (zero: lowest compared OMol25 entry of this formula, charge and spin): 2.4871 eV
Gap between HOMO and LUMO (spin up / spin down): 0.2120 / 0.0998 Ha

***

Entry 7:
A 2-piece molecular cluster, C8H20N4S overall in a non-equilibrium geometry. Source: OMol25; level of theory: the ωB97M-V functional and the def2-TZVPD basis.

```
33
C8H20N4S | OMol25 | the ωB97M-V functional and the def2-TZVPD basis
C 0.023 1.323 -1.473
C -0.141 0.401 0.654
C -0.015 -3.061 0.984
C -2.081 0.204 2.116
C -1.906 1.072 -2.835
C 3.399 2.416 -2.184
C -0.318 -2.540 2.383
C -0.053 -1.060 2.578
N 1.181 0.174 0.445
N -0.706 -0.112 1.773
N -0.587 1.632 -2.579
N -0.805 0.971 -0.376
S 4.709 2.279 -3.245
H -0.431 -2.264 0.217
H 0.954 -3.465 0.859
H -0.563 -3.974 0.927
H -2.120 0.907 3.050
H -2.595 0.706 1.352
H -2.717 -0.608 2.392
H -2.766 1.711 -2.433
H -1.903 0.014 -2.516
H -2.088 1.063 -3.887
H 2.648 1.671 -2.195
H 3.456 3.193 -1.482
H 0.393 -2.971 3.186
H -1.388 -2.803 2.744
H -0.475 -0.869 3.570
H 1.051 -0.923 2.624
H 1.677 0.111 1.321
H 1.477 0.714 -0.379
H 0.059 1.775 -3.327
H -1.788 1.162 -0.363
H 4.420 1.154 -3.903
```

## Properties
Charge: +2
Energy: -25396.5312 eV
LUMO level: -9.76 eV
Gap between HOMO and LUMO: 0.2191 Ha

***

Entry 8:
One molecule with the formula C13H11ClO in a non-equilibrium geometry. Source: OMol25; level of theory: the ωB97M-V functional and the def2-TZVPD basis.

```
26
C13H11ClO | OMol25 | the ωB97M-V functional and the def2-TZVPD basis
C 4.036 -0.438 -0.156
C 3.208 -0.076 -1.230
C 3.589 -0.337 1.162
C 1.853 0.217 -1.037
C 2.297 -0.042 1.426
C 1.379 0.217 0.342
C -3.156 0.750 -0.762
C -1.833 0.787 -0.685
C -0.755 1.716 -0.287
C -3.612 -0.584 -0.338
C -2.484 -1.017 0.548
C -1.270 -0.496 -0.184
C 0.009 0.679 0.585
O -0.570 2.923 -0.407
Cl -0.528 0.844 2.254
H 4.977 -0.770 -0.296
H 3.594 -0.103 -2.282
H 4.207 -0.650 1.891
H 1.270 0.443 -1.890
H 1.832 0.077 2.326
H -3.766 1.570 -1.118
H -4.614 -0.553 0.106
H -3.695 -1.312 -1.183
H -2.516 -0.567 1.531
H -2.520 -2.028 0.598
H -0.934 -1.249 -0.917
```

## Properties
SMILES: O=C1C2=CCC[C@@H]2[C@@]1(Cl)c1ccccc1
Energy: -28225.8561 eV
LUMO level: -0.14 eV
Relative energy (zero: lowest compared OMol25 entry of this formula, charge and spin): 1.0607 eV
Gap between HOMO and LUMO: 0.3083 Ha

***

Entry 9:
A 2-piece molecular cluster, C8H12O6 overall in a non-equilibrium geometry. Source: OMol25; level of theory: the ωB97M-V functional and the def2-TZVPD basis.

```
26
C8H12O6 | OMol25 | the ωB97M-V functional and the def2-TZVPD basis
C 17.827 4.713 -14.818
C 18.259 3.937 -13.594
C 18.009 2.410 -13.789
O 19.091 1.823 -13.119
C 20.121 2.710 -13.123
O 21.252 2.436 -12.919
O 19.683 3.926 -13.537
H 16.967 4.283 -15.338
H 18.698 4.802 -15.463
H 17.462 5.726 -14.624
H 17.684 4.185 -12.700
H 17.987 2.230 -14.874
H 17.002 2.125 -13.488
C 17.785 -2.959 -14.216
C 17.129 -1.660 -14.619
C 15.631 -1.802 -15.011
O 14.936 -1.364 -13.845
C 15.762 -0.592 -13.103
O 15.416 0.203 -12.299
O 17.036 -0.779 -13.489
H 18.419 -2.732 -13.353
H 18.464 -3.345 -14.976
H 17.127 -3.762 -13.887
H 17.659 -1.126 -15.404
H 15.391 -2.857 -15.138
H 15.300 -1.258 -15.893
```

## Properties
SMILES: C[C@H]1COC(=O)O1.C[C@H]1COC(=O)O1
Energy: -20775.5095 eV
LUMO level: 0.53 eV
Relative energy (zero: lowest compared OMol25 entry of this formula, charge and spin): 0.7226 eV
Gap between HOMO and LUMO: 0.4225 Ha

***

Entry 10:
An isolated ion of composition C4H9FN and charge +1 in a non-equilibrium geometry. Source: OMol25; level of theory: the ωB97M-V functional and the def2-TZVPD basis.

```
15
C4H9FN | OMol25 | the ωB97M-V functional and the def2-TZVPD basis
C 1.170 0.841 0.047
C 2.416 -0.002 0.174
C -0.164 0.718 -0.234
C -0.915 -0.535 -0.303
N -2.219 -0.425 0.411
F -0.949 1.827 -0.613
H 1.528 1.849 -0.095
H 3.090 0.391 -0.721
H 3.009 0.206 1.097
H 2.401 -1.178 0.126
H -0.345 -1.447 -0.036
H -1.142 -0.860 -1.398
H -2.679 0.223 -0.207
H -2.248 -0.440 1.503
H -2.954 -1.169 0.249
```

## Properties
SMILES: C/C=C(/F)C[NH3+]
Charge: +1
Energy: -8492.5600 eV
LUMO level: -4.06 eV
Relative energy (zero: lowest compared OMol25 entry of this formula, charge and spin): 2.1971 eV
Gap between HOMO and LUMO: 0.3537 Ha

***

Entry 11:
A 2-piece molecular cluster, C4H12N2 overall in a non-equilibrium geometry. Source: OMol25; level of theory: the ωB97M-V functional and the def2-TZVPD basis.

```
18
C4H12N2 | OMol25 | the ωB97M-V functional and the def2-TZVPD basis
C -2.346 -2.226 -0.019
C -1.061 -1.470 0.269
C -0.516 -1.555 1.686
H -3.077 -2.021 0.763
H -2.791 -2.040 -0.990
H -2.145 -3.300 0.041
H -0.244 -1.849 -0.349
H -1.195 -0.417 0.007
H 0.082 -0.704 2.024
H 0.033 -2.465 1.920
H -1.315 -1.484 2.438
N 0.561 1.962 0.056
C 1.712 2.231 -0.651
N 2.076 1.512 -1.644
H -0.110 2.718 0.029
H 0.211 1.032 -0.125
H 2.313 3.088 -0.321
H 3.028 1.164 -1.631
```

## Properties
SMILES: [H]/N=C/N.CCC
Energy: -7321.6367 eV
LUMO level: 1.09 eV
Relative energy (zero: lowest compared OMol25 entry of this formula, charge and spin): 1.3921 eV
Gap between HOMO and LUMO: 0.3673 Ha

***

Entry 12:
A 3-piece molecular cluster, C8H17N2O4P overall in a non-equilibrium geometry. Source: OMol25; level of theory: the ωB97M-V functional and the def2-TZVPD basis.

```
32
C8H17N2O4P | OMol25 | the ωB97M-V functional and the def2-TZVPD basis
C -1.649 -1.093 -1.540
C -2.122 -0.757 2.978
C 4.016 1.181 -2.373
C -3.449 -2.276 -0.489
C -1.040 2.359 2.779
C 3.664 0.218 -3.505
C -2.668 -1.058 -0.658
C 2.392 -0.434 -3.177
N -2.265 -0.149 1.958
N 1.630 -0.355 -2.210
O -0.462 1.028 0.662
O -0.984 0.083 -1.837
O -2.028 -1.324 3.989
O -3.039 2.018 0.746
P -1.857 1.440 1.413
H -1.098 -1.843 -2.059
H 3.168 1.798 -2.165
H 4.281 0.389 -1.649
H 4.877 1.835 -2.517
H -3.115 -2.933 0.381
H -4.504 -2.016 -0.279
H -3.243 -2.921 -1.356
H -0.931 1.715 3.668
H -0.091 2.769 2.396
H -1.632 3.265 2.951
H 4.469 -0.456 -3.539
H 3.689 0.773 -4.439
H -2.990 -0.086 -0.214
H 2.003 -1.260 -3.803
H -0.577 0.535 -0.229
H 1.893 0.557 -1.666
H -0.010 -0.176 -2.003
```

## Properties
SMILES: C[P@@](=O)(O)N=C=O.[H]/N=C\CC.C/C=C/O
Energy: -29030.6894 eV
LUMO level: 0.56 eV
Relative energy (zero: lowest compared OMol25 entry of this formula, charge and spin): 1.7581 eV
Gap between HOMO and LUMO: 0.3235 Ha